This record from OMol25 describes a single C4H2O2 molecule. The level of theory is ωB97M-V/def2-TZVPD.

**Relative energy (zero: lowest compared OMol25 entry of this formula, charge and spin)**: 0.738 eV
**Structure (SMILES)**: O=CC#CC=O

ORCA input file:
```
! RIJCOSX wB97M-V def2-TZVPD def2/J DEFGRID3
* xyz 0 1
O -0.135 -0.972 2.889
C -0.272 -0.376 1.854
C 0.306 -0.655 0.544
C 0.517 -0.359 -0.610
C 0.435 0.392 -1.858
O -0.166 1.441 -1.841
H -0.880 0.540 1.759
H 0.901 -0.008 -2.769
*
```

***

This record from OMol25 describes 7 unconnected molecules or ions with the total composition C14H28Br14. The level of theory is ωB97M-V/def2-TZVPD.

**Relative energy (zero: lowest compared OMol25 entry of this formula, charge and spin)**: 2.471 eV
**Structure (SMILES)**: BrCCBr.BrCCBr.BrCCBr.BrCCBr.BrCCBr.BrCCBr.BrCCBr

ORCA input file:
```
! RIJCOSX wB97M-V def2-TZVPD def2/J DEFGRID3
* xyz 0 1
Br -7.945 -1.170 -7.676
C -6.331 -0.417 -8.729
C -6.754 0.804 -9.506
Br -5.314 1.122 -10.812
H -6.025 -1.155 -9.471
H -5.524 -0.333 -8.002
H -6.764 1.732 -8.935
H -7.667 0.580 -10.058
Br 3.377 3.886 9.045
C 2.053 3.600 7.623
C 1.310 2.279 7.787
Br 0.369 2.146 9.495
H 2.448 3.819 6.631
H 1.337 4.381 7.878
H 2.043 1.477 7.703
H 0.509 2.243 7.048
Br 3.698 6.373 -0.104
C 2.241 7.708 -0.099
C 1.052 7.176 -0.810
Br 0.357 5.460 -0.060
H 2.543 8.662 -0.532
H 2.086 8.095 0.908
H 1.179 7.060 -1.886
H 0.293 7.952 -0.710
Br -4.236 5.799 -4.907
C -5.956 6.034 -3.892
C -6.486 4.685 -3.523
Br -8.086 4.817 -2.417
H -6.619 6.623 -4.525
H -5.894 6.563 -2.942
H -5.712 4.158 -2.964
H -6.826 4.035 -4.329
Br -0.157 -1.871 1.556
C 0.113 -2.289 -0.316
C -0.196 -1.191 -1.291
Br -0.467 -1.920 -3.073
H -0.556 -3.136 -0.465
H 1.108 -2.727 -0.402
H 0.693 -0.564 -1.224
H -1.148 -0.750 -0.998
Br 2.493 -9.299 1.615
C 3.058 -11.023 2.578
C 4.298 -10.793 3.373
Br 4.793 -12.516 4.295
H 3.253 -11.709 1.754
H 2.162 -11.358 3.099
H 4.313 -9.973 4.092
H 5.199 -10.615 2.785
Br 6.400 -2.082 1.117
C 5.901 -2.292 3.037
C 5.678 -3.771 3.261
Br 5.159 -4.189 5.145
H 5.122 -1.602 3.358
H 6.671 -2.003 3.753
H 6.542 -4.388 3.014
H 4.811 -4.134 2.709
*
```

***

This record from OMol25 describes a molecular structure, C32H26F3N6OS3Sc. The level of theory is ωB97M-V/def2-TZVPD.

**Relative energy (zero: lowest compared OMol25 entry of this formula, charge and spin)**: 0.619 eV

ORCA input file:
```
! RIJCOSX wB97M-V def2-TZVPD def2/J DEFGRID3
* xyz 0 1
Sc -0.083 -0.164 0.110
C -4.211 -1.943 -0.989
C -3.116 -1.191 -0.290
N -1.938 -1.085 -0.785
N -1.689 -1.733 -1.999
C -0.566 -2.367 -2.013
S 0.540 -2.596 -0.679
S -0.192 -3.114 -3.593
C -0.205 -4.852 -3.032
C -1.593 -5.321 -2.704
C -2.480 -5.705 -3.708
C -3.782 -6.068 -3.399
C -4.216 -6.049 -2.077
C -3.337 -5.673 -1.071
C -2.032 -5.310 -1.385
C -3.384 -0.567 1.021
C -4.692 -0.221 1.383
C -4.975 0.346 2.608
C -3.934 0.548 3.517
C -2.640 0.202 3.191
C -2.335 -0.339 1.936
O -1.085 -0.650 1.639
H -3.801 -2.626 -1.727
H -4.864 -1.235 -1.510
H -4.814 -2.494 -0.268
H 0.445 -4.904 -2.161
H 0.247 -5.414 -3.848
H -2.148 -5.703 -4.741
H -4.461 -6.365 -4.189
H -5.236 -6.322 -1.835
H -3.665 -5.663 -0.039
H -1.349 -5.003 -0.599
H -5.493 -0.386 0.671
H -5.990 0.627 2.860
H -4.143 0.977 4.490
H -1.819 0.355 3.880
N 0.467 2.035 -2.918
C 1.622 1.397 -2.489
C 2.803 1.788 -3.135
C 3.976 1.141 -2.846
C 3.953 0.105 -1.918
C 2.758 -0.193 -1.318
N 1.593 0.441 -1.568
C -0.800 2.189 -2.380
C -1.679 3.011 -3.102
C -2.909 3.304 -2.574
C -3.245 2.783 -1.327
C -2.338 1.958 -0.715
N -1.142 1.619 -1.235
H 0.619 2.610 -3.727
H 2.774 2.601 -3.851
H 4.896 1.433 -3.336
H 4.841 -0.458 -1.665
H 2.703 -1.000 -0.611
H -1.373 3.409 -4.063
H -3.594 3.948 -3.113
H -4.184 3.010 -0.842
H -2.563 1.546 0.258
F 3.504 3.507 3.812
C 2.366 2.802 4.014
F 2.316 2.552 5.345
F 1.349 3.602 3.732
C 2.408 1.504 3.250
C 3.351 0.599 3.698
C 3.486 -0.643 3.095
C 2.640 -0.923 2.050
N 1.744 -0.055 1.585
C 1.594 1.176 2.141
S 0.421 2.169 1.363
H 3.981 0.866 4.538
H 4.216 -1.366 3.432
H 2.668 -1.888 1.553
*
```

***

This record from OMol25 describes a single C7H11NO2 molecule. The level of theory is ωB97M-V/def2-TZVPD.

**Relative energy (zero: lowest compared OMol25 entry of this formula, charge and spin)**: 4.161 eV

ORCA input file:
```
! RIJCOSX wB97M-V def2-TZVPD def2/J DEFGRID3
* xyz 0 1
C 0.416 1.205 0.438
C 1.459 0.434 0.117
C 1.147 -1.020 0.069
C -1.230 -0.290 0.477
C 2.921 0.871 -0.186
C -2.040 -0.336 1.744
C -1.393 0.119 -1.765
N -0.218 -1.205 0.381
O 1.861 -1.911 -0.365
O -2.019 -0.345 -0.646
H 0.441 2.319 0.634
H 3.700 0.581 0.578
H 2.954 1.903 -0.378
H 3.091 0.291 -1.058
H -2.538 -1.394 1.724
H -2.801 0.457 1.754
H -1.396 -0.128 2.584
H -2.010 -0.258 -2.608
H -0.446 -0.304 -2.017
H -1.473 1.267 -1.731
H -0.426 -2.256 0.254
*
```

***

This record from OMol25 describes a molecular structure, C29H46N5P2PdSi. The level of theory is ωB97M-V/def2-TZVPD.

**Relative energy (zero: lowest compared OMol25 entry of this formula, charge and spin)**: 0.219 eV

ORCA input file:
```
! RIJCOSX wB97M-V def2-TZVPD def2/J DEFGRID3
* xyz -1 1
Pd 0.976 -0.735 0.118
C -1.619 3.087 1.870
C -0.325 2.635 2.500
C 0.224 3.326 3.572
C 1.387 2.804 4.137
C 1.938 1.648 3.643
C 1.324 0.984 2.540
N 0.211 1.531 1.987
N 1.785 -0.158 2.003
Si 3.171 -1.029 2.509
C 4.771 -0.083 2.179
C 3.144 -1.499 4.343
C 3.271 -2.628 1.535
H -2.461 2.803 2.507
H -1.757 2.600 0.905
H -1.650 4.170 1.742
H -0.241 4.227 3.950
H 1.860 3.307 4.974
H 2.838 1.243 4.086
H 4.782 0.882 2.690
H 4.870 0.108 1.107
H 5.648 -0.651 2.505
H 3.600 -0.739 4.982
H 3.686 -2.435 4.506
H 2.115 -1.643 4.681
H 3.292 -2.437 0.459
H 2.405 -3.261 1.736
H 4.176 -3.181 1.806
C -0.567 -3.982 -0.456
P -0.730 -2.193 -0.047
C -1.982 -1.128 -0.987
N -3.184 -0.749 -0.879
C -3.686 0.228 -1.757
C -5.054 0.143 -2.044
C -5.685 1.050 -2.866
C -4.962 2.123 -3.384
C -3.627 2.257 -3.065
C -2.950 1.311 -2.283
N -1.599 1.613 -2.030
C -0.698 0.719 -1.916
P 1.006 1.193 -1.349
C 0.775 2.982 -1.061
C 2.009 1.169 -2.941
C 1.217 1.670 -4.148
C 2.519 -0.250 -3.195
C 3.219 2.082 -2.713
C -1.629 -2.373 1.632
C -2.856 -3.279 1.500
C -0.640 -2.937 2.651
C -2.070 -0.994 2.122
H -1.403 -4.277 -1.095
H -0.552 -4.632 0.416
H 0.351 -4.083 -1.030
H -5.596 -0.680 -1.596
H -6.739 0.940 -3.089
H -5.445 2.859 -4.014
H -3.049 3.101 -3.421
H 0.461 3.524 -1.954
H 1.700 3.400 -0.664
H 0.005 3.085 -0.300
H 0.406 0.988 -4.405
H 1.879 1.749 -5.016
H 0.778 2.653 -3.968
H 1.708 -0.972 -3.276
H 3.147 -0.586 -2.367
H 3.117 -0.260 -4.113
H 2.933 3.133 -2.656
H 3.918 1.967 -3.547
H 3.747 1.818 -1.793
H -2.589 -4.310 1.262
H -3.533 -2.908 0.727
H -3.410 -3.293 2.447
H -0.244 -3.915 2.366
H -1.134 -3.052 3.623
H 0.200 -2.250 2.774
H -2.903 -0.609 1.536
H -1.250 -0.275 2.068
H -2.393 -1.065 3.168
C -1.325 -1.203 -3.457
C -0.938 -0.774 -2.042
N 0.132 -1.617 -1.520
H -1.640 -2.248 -3.433
H -0.453 -1.136 -4.109
H -2.133 -0.602 -3.877
*
```

***

This record from OMol25 describes a single C3H2N2O molecule. The level of theory is ωB97M-V/def2-TZVPD.

**Relative energy (zero: lowest compared OMol25 entry of this formula, charge and spin)**: 0.256 eV
**Structure (SMILES)**: N#CC(O)C#N

ORCA input file:
```
! RIJCOSX wB97M-V def2-TZVPD def2/J DEFGRID3
* xyz 0 1
O 0.657 -0.652 -1.185
C -0.257 -0.084 -0.297
C -0.366 -0.834 0.979
N -0.456 -1.451 1.951
C -0.014 1.359 -0.029
N 0.134 2.489 0.147
H 1.532 -0.681 -0.775
H -1.230 -0.146 -0.790
*
```

***

| no. | LUMO (eV) | E (eV) | frontier orbital gap (Ha) |
| --- | --- | --- | --- |
| 1 | -1.2313 | -8271.790 | 0.35414 |
| 2 | 0.0887 | -995566.077 | 0.37246 |
| 3 | 0.1519 | -105958.905 | 0.28840 |
| 4 | 0.5781 | -13019.121 | 0.36401 |
| 5 | 2.7900 | -68208.710 | 0.24001 |
| 6 | 0.1335 | -8169.457 | 0.46761 |